{
  "formula": "C16H19F8NO4",
  "method": "ωB97M-V with the def2-TZVPD basis set",
  "elements": ["F", "C", "F", "C", "F", "F", "C", "O", "C", "F", "F", "C", "F", "F", "H", "H", "H", "H", "C", "C", "C", "C", "C", "N", "C", "C", "C", "C", "C", "O", "O", "C", "O", "H", "H", "H", "H", "H", "H", "H", "H", "H", "H", "H", "H", "H", "H", "H"],
  "coordinates": [[4.461, 0.196, -4.819], [5.135, 1.238, -4.296], [6.270, 1.362, -5.029], [5.476, 1.031, -2.820], [6.298, -0.033, -2.658], [6.186, 2.121, -2.405], [4.275, 0.889, -1.861], [3.905, -0.442, -1.482], [3.022, -1.141, -2.332], [2.550, -0.311, -3.279], [1.957, -1.474, -1.566], [3.648, -2.413, -2.912], [4.741, -2.130, -3.652], [2.775, -3.049, -3.729], [4.543, 2.146, -4.442], [4.586, 1.353, -0.921], [3.411, 1.476, -2.184], [3.946, -3.100, -2.116], [1.981, -1.383, 2.177], [0.954, -0.513, 2.691], [-0.465, -0.556, 1.976], [-1.084, 0.898, 1.689], [-2.215, 1.183, 0.884], [-3.120, 0.339, 0.125], [-3.526, -0.901, 0.867], [-5.110, -1.152, 0.923], [-5.678, -0.901, 2.425], [-5.859, 0.676, 2.655], [-2.319, 2.784, 0.927], [-3.037, 3.326, 0.071], [-1.503, 3.335, 1.946], [-0.556, 2.278, 2.243], [0.455, 2.586, 2.883], [2.337, -1.346, 1.094], [2.446, -2.195, 2.833], [1.123, 0.225, 3.544], [-0.301, -1.026, 0.934], [-1.204, -1.255, 2.504], [-3.993, 0.892, 0.032], [-3.173, -0.807, 1.953], [-3.018, -1.783, 0.325], [-5.262, -2.281, 0.746], [-5.696, -0.561, 0.146], [-6.679, -1.452, 2.571], [-4.961, -1.277, 3.229], [-6.610, 0.830, 3.511], [-6.247, 1.148, 1.695], [-4.863, 1.168, 2.905]],
  "lowdin_charge": [0.0933, -0.3022, 0.0928, -0.4355, 0.1296, 0.1042, -0.0414, 0.0262, -0.5091, 0.1396, 0.1306, -0.2774, 0.0986, 0.0984, 0.1738, 0.1501, 0.1453, 0.1759, -0.0115, -0.1457, -0.1357, -0.0324, -0.0972, 0.0373, -0.2049, -0.1822, -0.2530, -0.1282, -0.2990, 0.1031, 0.0929, -0.2973, 0.1056, 0.0483, 0.0620, 0.1020, 0.1257, 0.1159, 0.1127, 0.1010, 0.1281, 0.1109, 0.1132, 0.1093, 0.1033, 0.0803, 0.0723, 0.0702],
  "e_tot_ha": -1775.5407,
  "total_charge": 0,
  "homo_energy_ha": -0.3097,
  "smiles": "FC(F)C(F)(F)COC(F)(F)C(F)F.C=CCC1=C(NCCCC)C(=O)OC1=O"
}

{
  "formula": "C31H35F9N4OP2Ru",
  "method": "ωB97M-V with the def2-TZVPD basis set",
  "elements": ["Ru", "C", "C", "C", "C", "C", "C", "C", "C", "C", "H", "H", "H", "H", "H", "H", "H", "H", "H", "H", "H", "H", "H", "H", "H", "P", "P", "N", "N", "N", "N", "C", "C", "C", "C", "C", "C", "C", "C", "C", "C", "C", "C", "C", "C", "C", "C", "C", "C", "H", "H", "H", "H", "H", "H", "H", "H", "H", "H", "H", "H", "H", "H", "H", "H", "H", "H", "H", "H", "F", "C", "F", "F", "C", "O", "C", "F", "F", "F", "C", "F", "F", "F"],
  "coordinates": [[0.011, -0.605, 2.296], [-1.153, 2.009, 3.442], [-1.496, 1.157, 2.406], [-1.410, 1.640, 0.962], [-0.154, 1.318, 0.149], [0.948, 0.617, 0.901], [1.456, 1.214, 2.080], [1.144, 2.643, 2.439], [-0.046, 2.963, 3.387], [1.362, -2.026, 2.381], [-1.717, 2.012, 4.364], [-2.220, 0.322, 2.542], [-1.578, 2.725, 0.948], [-2.277, 1.200, 0.450], [-0.474, 0.692, -0.703], [0.214, 2.245, -0.328], [1.592, -0.096, 0.354], [2.387, 0.818, 2.511], [1.020, 3.252, 1.520], [2.055, 3.021, 2.947], [0.347, 3.070, 4.417], [-0.437, 3.961, 3.085], [0.891, -2.768, 3.067], [2.358, -1.736, 2.767], [1.461, -2.434, 1.361], [1.649, -1.053, -1.689], [-2.200, -0.315, -1.727], [2.997, -0.030, -2.190], [2.138, -2.387, -2.774], [-2.271, 1.292, -2.481], [-3.641, -0.899, -2.617], [0.425, -0.283, -2.844], [-0.930, -1.018, -2.878], [4.195, 0.021, -1.457], [5.079, 0.862, -2.127], [4.418, 1.330, -3.305], [3.161, 0.750, -3.331], [2.382, -3.701, -2.364], [2.875, -4.424, -3.438], [2.935, -3.531, -4.556], [2.478, -2.293, -4.131], [-2.723, 2.453, -1.827], [-2.593, 3.529, -2.678], [-2.070, 3.045, -3.915], [-1.858, 1.672, -3.765], [-4.386, -0.325, -3.657], [-5.355, -1.233, -4.082], [-5.200, -2.417, -3.280], [-4.148, -2.190, -2.407], [0.818, -0.259, -3.875], [0.326, 0.774, -2.543], [-1.326, -0.995, -3.907], [-0.813, -2.084, -2.621], [4.285, -0.516, -0.525], [6.087, 1.102, -1.834], [4.807, 1.987, -4.068], [2.388, 0.824, -4.081], [2.174, -3.989, -1.338], [3.167, -5.469, -3.439], [3.272, -3.758, -5.556], [2.372, -1.362, -4.669], [-3.145, 2.401, -0.826], [-2.860, 4.558, -2.456], [-1.890, 3.625, -4.805], [-1.489, 0.953, -4.476], [-4.179, 0.675, -4.001], [-6.078, -1.059, -4.862], [-5.798, -3.317, -3.351], [-3.698, -2.823, -1.662], [2.238, -1.035, 5.506], [1.327, -0.053, 5.692], [1.581, 0.535, 6.895], [1.586, 0.897, 4.756], [-0.128, -0.585, 5.519], [-0.554, -0.809, 4.242], [-0.229, -1.929, 6.332], [0.566, -1.855, 7.437], [-1.508, -2.183, 6.697], [0.190, -2.974, 5.589], [-1.059, 0.416, 6.332], [-1.249, 0.098, 7.641], [-0.548, 1.688, 6.296], [-2.273, 0.452, 5.734]],
  "lowdin_charge": [1.4175, -0.0194, -0.2086, -0.2099, -0.2337, -0.3364, -0.1160, -0.1330, -0.1406, -0.2012, 0.1146, 0.1236, 0.1292, 0.0484, -0.0114, 0.1434, 0.0017, 0.1204, 0.1333, 0.1393, 0.1266, 0.1577, 0.0434, 0.0482, -0.0006, 1.1275, 1.1036, -0.2734, -0.1994, -0.2594, -0.2694, -0.4022, -0.3783, -0.1281, -0.0549, -0.0475, -0.1489, 0.0087, 0.0354, 0.0402, 0.0256, -0.1406, -0.0688, -0.0543, -0.1539, -0.1210, -0.0640, -0.0807, -0.1672, 0.0640, 0.0751, 0.0889, 0.0724, 0.1008, 0.1069, 0.1117, 0.0975, 0.1390, 0.1359, 0.1335, 0.1245, 0.1011, 0.1088, 0.1035, 0.1018, 0.0967, 0.1004, 0.1010, 0.0900, 0.1644, -0.4819, 0.1719, 0.1180, -0.2606, -0.2144, -0.4956, 0.1634, 0.1738, 0.1556, -0.4637, 0.1760, 0.1261, 0.1481],
  "spin_multiplicity": 5,
  "e_tot_ha": -3172.1287,
  "total_charge": 2,
  "relative_energy_ev": 0.512,
  "homo_energy_ha": [-0.4567, -0.4567]
}

{
  "formula": "C19H28BrO2W",
  "method": "ωB97M-V with the def2-TZVPD basis set",
  "elements": ["O", "C", "C", "H", "H", "C", "H", "H", "C", "H", "H", "H", "C", "H", "H", "H", "W", "C", "C", "C", "H", "C", "C", "H", "H", "H", "H", "C", "C", "C", "H", "C", "C", "H", "H", "H", "H", "O", "C", "C", "H", "H", "C", "H", "H", "C", "H", "H", "H", "H", "Br"],
  "coordinates": [[-0.679, -0.149, -1.402], [-1.193, 1.012, -2.158], [-0.880, 0.440, -3.532], [-0.688, 1.969, -1.945], [-2.287, 1.132, -2.003], [-0.577, -0.828, -2.717], [0.053, 0.838, -3.955], [-1.692, 0.422, -4.259], [0.813, -1.365, -2.947], [1.543, -0.569, -2.810], [0.936, -1.727, -3.977], [1.020, -2.194, -2.264], [-1.655, -1.891, -2.939], [-2.655, -1.450, -3.064], [-1.685, -2.621, -2.128], [-1.488, -2.460, -3.865], [-0.620, -0.178, 2.051], [-2.642, -0.416, 2.974], [-2.402, 0.975, 3.135], [-2.118, 1.518, 1.841], [-2.426, 1.539, 4.061], [-2.283, 0.478, 0.856], [-2.623, -0.731, 1.580], [-2.898, -1.675, 1.109], [-2.950, -1.086, 3.787], [-1.848, 2.548, 1.616], [-2.396, 0.650, -0.196], [0.065, -2.282, 3.475], [-0.159, -2.485, 2.065], [0.912, -1.800, 1.349], [-0.858, -3.156, 1.588], [1.806, -1.258, 2.336], [1.293, -1.589, 3.643], [1.785, -1.379, 4.585], [-0.532, -2.730, 4.274], [1.071, -1.842, 0.285], [2.795, -0.818, 2.147], [2.792, 1.312, -1.788], [2.573, 0.539, -0.582], [1.837, 1.421, 0.452], [3.548, 0.278, -0.136], [2.081, -0.433, -0.789], [1.525, 2.744, -0.265], [2.518, 1.578, 1.308], [0.900, 0.974, 0.819], [2.431, 2.685, -1.491], [1.698, 3.580, 0.422], [0.474, 2.771, -0.606], [3.335, 3.292, -1.309], [1.940, 3.085, -2.388], [0.491, 1.333, 3.759]],
  "lowdin_charge": [-0.1332, -0.1616, -0.0601, 0.1052, 0.1198, -0.5490, 0.1251, 0.1233, -0.0184, 0.0664, 0.1072, 0.0882, -0.0129, 0.0898, 0.0801, 0.0982, 1.2979, -0.1734, -0.1861, -0.1816, 0.1169, -0.2051, -0.2039, 0.1388, 0.1452, 0.1349, 0.0859, -0.1252, -0.1971, -0.2268, 0.1191, -0.1431, -0.1443, 0.1152, 0.1267, 0.0912, 0.1281, -0.1310, -0.1852, -0.2065, 0.1210, 0.0773, -0.1436, 0.1041, -0.0061, -0.1764, 0.1210, 0.0868, 0.1254, 0.1211, 0.3108],
  "spin_multiplicity": 3,
  "e_tot_ha": -3532.0081,
  "total_charge": 1,
  "relative_energy_ev": 1.442,
  "homo_energy_ha": [-0.4045, -0.4497]
}

{
  "formula": "C2H4N4O2",
  "method": "ωB97M-V with the def2-TZVPD basis set",
  "elements": ["C", "C", "H", "H", "H", "H", "N", "N", "N", "N", "O", "O"],
  "coordinates": [[2.612, -0.227, 0.123], [-0.713, 0.762, 0.170], [2.906, 0.910, 0.814], [2.489, -1.257, 0.901], [3.453, -0.565, -0.668], [0.503, 2.314, -0.151], [0.324, -0.222, 0.421], [-1.666, -1.059, -0.165], [-2.093, 0.101, 0.153], [-0.580, 1.969, -0.123], [1.312, 0.128, -0.469], [-0.392, -1.396, -0.112]],
  "lowdin_charge": [-0.0927, -0.4238, 0.1612, 0.1459, 0.1026, 0.1350, -0.0563, -0.0336, 0.1478, 0.1584, -0.2230, -0.0216],
  "e_tot_ha": -447.8258,
  "total_charge": 0,
  "relative_energy_ev": 7.528,
  "homo_energy_ha": -0.3888
}

{
  "formula": "C9H7NO",
  "method": "ωB97M-V with the def2-TZVPD basis set",
  "elements": ["C", "C", "C", "C", "C", "C", "C", "C", "C", "H", "H", "H", "H", "H", "H", "H", "N", "O"],
  "coordinates": [[0.123, -2.659, -0.026], [1.474, -2.757, -0.011], [2.159, -1.544, -0.100], [0.279, -0.270, -0.024], [-0.544, -1.467, 0.007], [-0.416, 1.129, -0.041], [-0.613, 1.963, 1.048], [-1.269, 3.085, 0.337], [-1.528, 2.777, -0.875], [-0.475, -3.848, 0.175], [2.163, -3.704, -0.046], [3.222, -1.605, -0.209], [-1.719, -1.291, 0.052], [-0.049, 1.792, 1.837], [-1.469, 3.883, 0.975], [-1.949, 3.266, -1.852], [1.587, -0.292, -0.094], [-0.976, 1.542, -1.152]],
  "lowdin_charge": [-0.1525, -0.1227, -0.1229, -0.2050, -0.0309, -0.2577, 0.0471, -0.0875, -0.1273, 0.1913, 0.1421, 0.0902, 0.1586, 0.0591, 0.0882, 0.1677, 0.1177, 0.0445],
  "e_tot_ha": -477.0320,
  "total_charge": 0,
  "relative_energy_ev": 3.468,
  "homo_energy_ha": -0.3277
}

{
  "formula": "C19H50AsGeN5O5RuSi2",
  "method": "ωB97M-V with the def2-TZVPD basis set",
  "elements": ["Ru", "C", "C", "C", "C", "O", "Ge", "O", "C", "C", "C", "C", "O", "C", "C", "C", "C", "H", "H", "H", "H", "H", "H", "H", "H", "H", "H", "H", "H", "H", "H", "H", "H", "H", "H", "H", "H", "H", "H", "H", "H", "H", "H", "H", "N", "N", "C", "N", "N", "N", "O", "O", "H", "H", "H", "H", "H", "C", "Si", "C", "C", "As", "Si", "C", "C", "C", "H", "H", "H", "H", "H", "H", "H", "H", "H", "H", "H", "H", "H", "H", "H", "H", "H", "H"],
  "coordinates": [[-0.400, -0.657, 0.267], [1.294, -0.131, 2.970], [2.254, -0.382, 1.814], [2.854, -1.776, 1.901], [3.351, 0.670, 1.814], [1.543, -0.305, 0.537], [1.448, 1.403, -0.762], [-0.263, 1.593, 0.069], [-1.020, 2.828, -0.181], [-1.142, 3.632, 1.110], [-0.273, 3.682, -1.208], [-2.381, 2.470, -0.758], [0.561, 0.166, -1.788], [1.042, -0.298, -3.091], [2.483, 0.169, -3.300], [0.997, -1.804, -3.096], [0.121, 0.288, -4.147], [1.819, -0.133, 3.927], [0.526, -0.911, 3.003], [0.813, 0.845, 2.846], [3.349, -1.927, 2.864], [3.587, -1.922, 1.104], [2.077, -2.539, 1.798], [3.957, 0.576, 2.718], [2.929, 1.679, 1.791], [4.004, 0.543, 0.947], [-0.156, 3.779, 1.557], [-1.794, 3.167, 1.858], [-1.570, 4.616, 0.899], [0.698, 4.009, -0.827], [-0.850, 4.578, -1.443], [-0.128, 3.128, -2.143], [-3.010, 1.960, -0.024], [-2.258, 1.820, -1.628], [-2.909, 3.373, -1.068], [3.130, -0.201, -2.497], [2.551, 1.261, -3.332], [2.867, -0.210, -4.247], [1.557, -2.167, -2.239], [1.453, -2.194, -4.009], [-0.028, -2.167, -3.038], [0.187, 1.379, -4.154], [-0.913, -0.002, -3.946], [0.400, -0.078, -5.139], [-1.853, -0.038, 2.268], [-3.183, -0.135, 1.872], [-3.451, -0.779, 0.726], [-4.699, -1.115, 0.440], [-2.408, -1.125, -0.032], [-2.608, -2.346, -0.765], [-2.128, -3.373, 0.044], [-2.306, -2.334, -1.958], [-1.758, -0.402, 3.207], [-1.533, 0.917, 2.229], [-3.894, 0.384, 2.358], [-5.471, -0.826, 1.021], [-4.910, -1.489, -0.472], [-2.080, -2.583, 3.532], [-0.945, -3.857, 2.818], [-1.879, -5.403, 2.470], [0.577, -4.008, 3.840], [-0.332, -3.033, 0.599], [0.688, -5.076, -0.501], [-0.840, -5.784, -1.203], [2.016, -4.649, -1.681], [1.451, -5.943, 0.926], [-2.623, -3.026, 4.377], [-2.821, -2.252, 2.798], [-1.516, -1.725, 3.915], [-2.408, -5.697, 3.385], [-1.243, -6.238, 2.169], [-2.622, -5.229, 1.687], [0.325, -4.498, 4.790], [0.982, -3.018, 4.071], [1.361, -4.597, 3.360], [-1.377, -5.038, -1.790], [-1.504, -6.160, -0.423], [-0.563, -6.617, -1.862], [1.632, -4.368, -2.660], [2.639, -5.545, -1.797], [2.651, -3.849, -1.301], [0.761, -6.188, 1.733], [2.280, -5.350, 1.328], [1.872, -6.884, 0.546]],
  "lowdin_charge": [1.2630, -0.0395, -0.6658, -0.0259, -0.0469, -0.4953, 1.0856, -0.4564, -0.6632, -0.0236, -0.0822, -0.0241, -0.4208, -0.6684, -0.0677, -0.0481, -0.0160, 0.1106, 0.0341, 0.0857, 0.1090, 0.1011, 0.0244, 0.1064, 0.0787, 0.0946, 0.0948, 0.0748, 0.1028, 0.0734, 0.1080, 0.0769, 0.0628, 0.0918, 0.1032, 0.0849, 0.0743, 0.1038, 0.0498, 0.1085, 0.0745, 0.0871, 0.0897, 0.1025, 0.0174, 0.0195, -0.4398, 0.2484, -0.0666, -0.3660, -0.4095, 0.0549, 0.0582, 0.0775, 0.1746, 0.1421, 0.1395, -0.1952, 0.3793, -0.1861, -0.1911, 1.0600, 0.4189, -0.1854, -0.1965, -0.2029, 0.0686, 0.0240, 0.0185, 0.0597, 0.0295, 0.0377, 0.0624, 0.0269, 0.0223, 0.0333, 0.0372, 0.0646, 0.0332, 0.0619, 0.0373, 0.0096, 0.0442, 0.0652],
  "spin_multiplicity": 5,
  "e_tot_ha": -6389.9263,
  "total_charge": 2,
  "relative_energy_ev": 1.064,
  "homo_energy_ha": [-0.5169, -0.5180]
}

{
  "formula": "C3H14O3S2",
  "method": "ωB97M-V with the def2-TZVPD basis set",
  "elements": ["C", "C", "C", "S", "S", "H", "H", "H", "H", "H", "H", "H", "H", "H", "H", "O", "H", "H", "O", "H", "H", "O"],
  "coordinates": [[-0.509, -1.958, 2.835], [0.402, -1.139, 3.816], [0.316, -2.163, 1.572], [-0.838, -2.405, 0.078], [-0.047, -4.481, -0.408], [-1.361, -1.333, 2.562], [-0.916, -2.812, 3.372], [1.342, -1.661, 3.987], [0.614, -0.179, 3.341], [-0.042, -0.949, 4.795], [0.921, -3.060, 1.492], [0.762, -1.231, 1.249], [-1.219, -5.186, -0.575], [-1.849, 3.885, -0.528], [-0.514, 4.606, -1.116], [-0.925, 4.095, -0.415], [-0.145, 2.871, -5.835], [-0.676, 1.551, -5.221], [0.107, 2.004, -5.576], [1.659, 3.244, -2.351], [1.572, 2.790, -3.838], [1.346, 3.511, -3.235]],
  "lowdin_charge": [-0.3428, -0.1410, -0.6121, 0.1124, -0.0659, 0.0657, 0.0930, 0.0573, 0.0578, 0.0487, -0.0010, 0.0289, -0.2926, 0.0267, 0.0218, -0.0591, 0.0154, 0.0591, -0.0467, 0.0452, 0.0156, -0.0863],
  "spin_multiplicity": 2,
  "e_tot_ha": -1144.7577,
  "total_charge": -1,
  "relative_energy_ev": 0.882,
  "homo_energy_ha": [-0.0135, -0.1118]
}

{
  "formula": "C4H13NS",
  "method": "ωB97M-V with the def2-TZVPD basis set",
  "elements": ["C", "C", "S", "H", "H", "H", "H", "H", "H", "C", "N", "C", "H", "H", "H", "H", "H", "H", "H"],
  "coordinates": [[1.689, -1.409, -1.422], [2.716, -0.577, -0.613], [1.715, 1.009, -0.129], [0.920, -0.833, -1.913], [2.143, -2.030, -2.212], [1.227, -2.129, -0.720], [3.186, -0.891, 0.308], [3.511, -0.260, -1.316], [2.313, 0.816, 1.030], [-1.095, -0.149, 1.109], [-1.660, 0.636, 0.015], [-2.743, 1.519, 0.520], [-0.379, 0.433, 1.687], [-0.442, -0.940, 0.719], [-1.860, -0.598, 1.760], [-2.177, 0.026, -0.605], [-2.749, 2.429, -0.101], [-3.720, 1.066, 0.341], [-2.596, 1.882, 1.542]],
  "lowdin_charge": [-0.2038, -0.4899, 0.6650, 0.0449, 0.0647, 0.0647, 0.0481, 0.0554, -0.1733, -0.2098, -0.1833, -0.1444, 0.0414, 0.0485, 0.0760, 0.0849, 0.0670, 0.0682, 0.0755],
  "e_tot_ha": -613.0770,
  "total_charge": 0,
  "relative_energy_ev": 1.414,
  "homo_energy_ha": -0.3171,
  "smiles": "CCS.CNC"
}